57
Properties=species:S:1:pos:R:3:forces:R:3:mulliken_charge:R:1 method="wB97M-V/def2-TZVPD" total_charge=+2 e_lumo_ha=-0.278 e_homo_ev=-14.954 de_lowest_kcal_mol=0.0 e_tot_ha=-1526.80894 multiplicity=1 orbital_gap_ev=7.381
N 1.7934 -0.4182 -1.3577 0.3 0.2 -0.3 -0.66
C 2.9190 -0.4418 -1.7356 1.5 -0.5 2.0 0.81
O 4.1229 -0.5084 -1.9540 -2.6 0.2 -0.2 -0.71
Tl 3.7414 0.2041 -4.3259 0.4 0.2 -0.8 0.82
Nb -0.1588 -0.1165 -0.6640 1.2 -0.3 -1.4 0.48
N -0.7424 -1.7309 -1.6083 -0.8 2.4 1.3 0.69
N -0.2997 1.5928 -1.7159 -0.4 -2.3 0.8 0.36
C -0.2829 -3.0841 -1.9793 0.6 -0.6 0.0 0.99
C 0.3658 2.8784 -1.3969 -0.1 0.4 0.3 1.42
C 0.8638 -2.9665 -2.9776 0.2 -0.1 -0.4 -1.47
C -1.4015 -3.9106 -2.6117 -0.1 0.0 -0.1 -1.73
C 0.2085 -3.7870 -0.7133 0.0 -0.1 0.2 -1.47
C 0.6845 3.6639 -2.6626 0.0 0.3 -0.1 -1.85
C -0.5790 3.6961 -0.5149 -0.2 0.1 0.2 -1.48
C 1.6653 2.6125 -0.6379 0.1 0.1 0.0 -1.34
H 0.5374 -2.4386 -3.8834 0.0 -0.1 0.1 0.36
H 1.1838 -3.9795 -3.2615 -0.1 0.3 0.0 0.47
H 1.7288 -2.4417 -2.5648 -0.2 -0.3 0.0 0.21
H -2.2169 -4.1043 -1.9071 0.1 0.0 -0.2 0.43
H -0.9813 -4.8809 -2.9041 -0.1 0.3 0.1 0.44
H -1.7903 -3.4211 -3.5110 0.0 -0.1 0.1 0.41
H 1.0584 -3.2602 -0.2618 -0.2 -0.1 -0.1 0.32
H 0.5280 -4.8060 -0.9689 -0.1 0.2 0.1 0.46
H -0.5975 -3.8484 0.0296 0.2 -0.1 -0.1 0.35
H 1.3314 3.0909 -3.3320 0.0 0.0 -0.1 0.36
H 1.2097 4.5878 -2.3912 -0.1 -0.2 0.0 0.44
H -0.2221 3.9635 -3.1956 0.2 0.0 0.0 0.49
H -1.5096 3.9199 -1.0494 0.1 0.0 0.2 0.38
H -0.0963 4.6426 -0.2396 -0.2 -0.2 -0.1 0.46
H -0.8217 3.1507 0.4053 0.0 0.1 -0.2 0.28
H 1.5067 1.9965 0.2632 0.1 0.1 -0.1 0.22
H 2.0730 3.5767 -0.3025 -0.1 -0.4 0.0 0.53
H 2.4131 2.1208 -1.2722 -0.2 0.2 0.2 0.23
C -1.2064 1.5718 -2.8685 -0.1 0.0 -0.4 -1.21
H -1.4622 0.5386 -3.1429 0.0 0.2 0.1 0.31
H -2.1453 2.1109 -2.6605 0.3 -0.1 0.0 0.37
H -0.7366 2.0319 -3.7490 -0.2 -0.2 0.3 0.43
C -2.1927 -1.5211 -1.4079 0.1 -0.5 -0.4 -0.84
H -2.6454 -2.3451 -0.8362 0.2 0.5 0.1 0.48
H -2.3776 -0.5800 -0.8327 -0.2 0.0 0.0 0.32
H -2.7101 -1.4338 -2.3764 0.1 0.2 0.4 0.45
O 0.4190 -0.9562 1.2689 -0.5 0.9 -0.7 -0.74
C -0.3105 -0.0865 1.8866 0.1 0.0 0.1 1.53
O -1.0264 0.6855 1.1269 0.4 -0.7 -0.7 -0.84
C -0.2829 0.0731 3.3330 0.2 -0.1 0.3 0.19
C -0.9114 1.1758 3.9374 0.1 -0.2 0.0 -0.43
C -0.8045 1.3551 5.3103 0.2 -0.3 0.4 -0.53
C -0.0865 0.4242 6.0899 -0.3 -0.2 -2.8 -0.03
C 0.5450 -0.6758 5.4749 -0.2 0.3 0.5 -0.53
C 0.4494 -0.8539 4.0998 -0.2 0.4 0.2 -0.40
N -0.0284 0.5949 7.5024 0.3 0.5 4.5 0.91
O -0.6051 1.5811 8.0198 1.1 -2.0 -1.6 -0.54
O 0.5961 -0.2511 8.1848 -1.2 1.5 -1.9 -0.54
H -1.4778 1.8812 3.3292 0.2 -0.2 0.2 0.47
H -1.2703 2.2033 5.7988 0.0 -0.1 0.0 0.50
H 1.1030 -1.3737 6.0939 -0.1 0.1 -0.1 0.49
H 0.9325 -1.7024 3.6200 -0.1 0.2 0.1 0.47

16
Properties=species:S:1:pos:R:3:forces:R:3:mulliken_charge:R:1 method="wB97M-V/def2-TZVPD" total_charge=+1 e_lumo_ha=-0.111 e_homo_ev=-14.705 de_lowest_kcal_mol=11.4 e_tot_ha=-321.50689 multiplicity=1 orbital_gap_ev=11.676
C 0.2235 -0.1474 -0.1669 -1.6 0.2 0.4 0.67
N 0.0630 1.1140 0.3259 0.8 -0.7 -1.0 -0.36
N 0.9775 -0.4151 -1.2668 -0.9 -0.4 0.9 -0.18
N -0.5442 -1.1205 0.4408 1.5 0.2 -2.2 -0.33
C 1.8270 0.5080 -2.0502 0.1 0.2 0.3 -0.94
H 0.5384 1.8694 -0.1739 -0.5 -0.3 0.6 0.24
H -0.7846 1.3108 0.8640 0.7 -0.1 -0.3 0.24
H 0.9289 -1.3746 -1.6182 0.1 0.6 0.4 0.25
H -0.6774 -1.9496 -0.1435 0.0 0.3 0.9 0.19
H -0.9856 -1.0677 1.3621 0.1 0.4 -0.3 0.23
H 1.2629 1.3206 -2.5383 0.0 -0.4 0.2 0.34
H 2.3319 -0.0871 -2.8296 -0.3 0.3 0.5 0.31
H 2.5946 0.9558 -1.3969 -0.3 -0.2 -0.3 0.36
O -2.2853 -0.5349 2.9284 -0.7 0.8 0.0 -0.69
H -3.2277 -0.5481 2.6456 0.9 0.0 0.4 0.34
H -2.2429 0.1663 3.6174 0.0 -0.8 -0.6 0.33

15
Properties=species:S:1:pos:R:3:forces:R:3:mulliken_charge:R:1 method="wB97M-V/def2-TZVPD" total_charge=0 e_lumo_ha=-0.001 e_homo_ev=-9.537 de_lowest_kcal_mol=20.1 e_tot_ha=-495.07261 multiplicity=1 orbital_gap_ev=9.515
C -0.0918 0.1345 -1.7673 0.3 0.0 0.4 -0.66
C -1.0752 -0.4901 1.9473 -0.2 0.0 -0.3 0.25
C -0.3938 0.0877 0.7298 0.2 -0.9 -0.6 0.76
C 1.3744 -0.1079 -1.6141 0.3 0.5 0.0 0.19
C -0.6082 -0.4643 -0.4799 -0.5 0.4 0.5 -0.42
O -0.7567 0.1344 3.0808 0.0 0.1 0.3 -0.50
O 0.4622 1.0839 1.0082 1.4 0.3 -1.3 -0.67
O -1.8513 -1.4041 1.8935 0.2 0.2 0.1 -0.56
O 2.1015 0.6353 -0.9676 -0.1 -0.5 -0.3 -0.56
H -0.1203 0.8459 2.8844 -0.1 -0.2 0.0 0.43
H 1.2374 1.0938 0.2920 -1.6 0.2 1.2 0.42
H 1.7720 -1.0391 -2.0407 0.1 0.0 0.0 0.34
H -1.2408 -1.3354 -0.5281 -0.1 0.0 0.1 0.42
H -0.5067 -0.3808 -2.6290 0.0 0.0 0.0 0.34
H -0.3028 1.2064 -1.8093 0.1 -0.1 -0.1 0.23

106
Properties=species:S:1:pos:R:3:forces:R:3:mulliken_charge:R:1 method="wB97M-V/def2-TZVPD" total_charge=+1 e_lumo_ha=-0.122 e_homo_ev=-9.893 de_lowest_kcal_mol=22.3 e_tot_ha=-10224.85267 multiplicity=1 orbital_gap_ev=6.579
Sc 0.0175 -0.0301 0.0141 -0.9 -1.4 -0.3 -0.67
C 2.2560 -0.2967 -2.7241 0.3 -0.3 0.1 -1.34
O 0.9925 0.1404 -2.2434 -0.3 0.4 -0.3 0.56
C 0.4175 1.2141 -2.8972 -0.6 0.2 0.2 0.70
C 1.0001 1.8959 -3.9525 0.1 -0.1 0.1 -0.89
C 0.3269 2.9494 -4.5540 0.0 0.0 0.0 -0.90
C -0.9227 3.3387 -4.1038 0.1 0.1 -0.1 -0.96
C -1.5003 2.6853 -3.0372 0.2 -0.3 0.2 -0.71
C -0.8451 1.6217 -2.4158 0.4 0.5 -1.0 0.37
N -1.3753 0.9554 -1.3099 -1.3 0.4 0.8 1.41
N -2.5531 1.3533 -0.9779 0.9 0.0 -1.0 -0.75
C -3.2548 0.8167 0.0222 0.3 -0.8 0.9 -0.81
C -2.8225 -0.3067 0.7965 -0.1 0.4 -0.4 0.48
O -1.6450 -0.8196 0.6475 -2.0 -0.4 0.4 0.31
C -3.7258 -0.8689 1.7407 0.0 -0.2 0.1 -0.48
C -4.9721 -0.3583 1.9147 0.3 -0.1 -0.1 -0.97
C -5.4095 0.7938 1.2115 0.0 0.4 -0.3 1.10
C -6.6708 1.3612 1.4584 0.0 0.1 0.0 -1.02
C -7.0429 2.5305 0.8458 -0.1 -0.1 0.1 -0.65
C -6.1590 3.1712 -0.0282 0.2 -0.1 -0.1 -0.81
C -4.9369 2.6146 -0.3215 -0.1 0.1 0.0 -0.55
C -4.5403 1.4126 0.2849 -0.3 -0.1 0.1 0.82
H 2.1778 -0.6207 -3.7663 0.0 0.0 0.1 0.43
H 3.0110 0.4922 -2.6389 -0.1 0.0 0.0 0.41
H 2.5535 -1.1368 -2.0940 -0.1 0.1 -0.1 0.21
H 1.9777 1.6282 -4.3186 0.1 -0.1 0.0 0.49
H 0.7941 3.4622 -5.3795 0.0 0.1 -0.1 0.46
H -1.4382 4.1584 -4.5779 -0.1 0.1 0.0 0.44
H -2.4597 2.9809 -2.6470 -0.1 0.0 -0.1 0.47
H -3.3748 -1.7124 2.3204 0.0 -0.1 0.0 0.56
H -5.6539 -0.8126 2.6177 0.0 -0.1 0.1 0.44
H -7.3334 0.8694 2.1549 -0.1 -0.1 0.1 0.46
H -8.0129 2.9629 1.0396 -0.1 0.0 0.1 0.43
H -6.4338 4.1178 -0.4676 -0.1 0.1 -0.1 0.46
H -4.2572 3.0997 -1.0056 0.0 0.0 0.0 0.36
C 0.2477 -3.6471 -2.6631 0.0 0.3 0.3 -1.29
Se -0.7228 -2.3712 -1.5184 -0.2 -1.0 -0.2 0.49
C -1.1733 -3.6739 -0.1115 0.0 0.3 -0.1 -0.69
C -0.0363 -3.8972 0.8610 0.2 0.0 0.3 -0.81
Se 0.2903 -2.3463 2.0455 0.2 -0.6 -0.1 0.58
C 2.1378 -2.8345 2.4650 -0.3 0.1 -0.2 -1.15
H -0.4092 -4.4829 -2.8944 0.0 0.1 0.0 0.42
H 1.1497 -3.9981 -2.1664 0.0 0.0 -0.1 0.36
H 0.5023 -3.1263 -3.5816 0.0 0.0 0.0 0.36
H -1.4436 -4.6038 -0.6179 0.0 0.1 0.0 0.67
H -2.0533 -3.2795 0.3984 0.0 -0.1 -0.1 0.09
H 0.9056 -4.0868 0.3369 -0.1 0.0 0.1 0.32
H -0.2610 -4.7444 1.5160 0.1 0.1 -0.1 0.52
H 2.1742 -3.8391 2.8797 0.0 0.1 0.0 0.43
H 2.5083 -2.1103 3.1861 0.0 0.0 0.0 0.27
H 2.7209 -2.7657 1.5502 0.0 0.0 0.0 0.29
O 1.9049 -0.4279 0.4011 2.0 0.8 0.3 -0.08
N 2.6706 0.6093 0.5934 0.6 -0.2 0.0 -1.30
N 2.1169 1.7108 0.3343 -0.1 -0.9 -0.1 1.79
O 0.8855 1.7710 -0.0933 0.5 0.8 -0.1 0.29
C 2.8132 2.9225 0.4728 0.7 1.3 0.1 0.18
C 4.1497 2.9467 0.8556 -0.1 -0.1 0.0 -0.40
C 4.7895 4.1685 0.9587 0.0 0.0 0.0 -0.75
C 4.1088 5.3471 0.6843 0.0 0.0 0.0 -0.45
C 2.7772 5.3089 0.3031 0.2 0.0 0.0 -1.01
C 2.1235 4.0968 0.1959 -0.2 -0.3 0.0 -0.17
H 4.6654 2.0238 1.0633 0.1 -0.1 0.0 0.49
H 5.8281 4.2035 1.2502 0.1 0.0 0.0 0.43
H 4.6155 6.2963 0.7671 0.1 0.1 0.0 0.43
H 2.2422 6.2197 0.0840 0.0 0.1 0.0 0.43
H 1.0863 4.0441 -0.0968 0.0 0.0 0.0 0.50
C -1.7986 6.5322 4.0062 -0.1 -0.2 0.2 -1.40
C -2.4637 5.1837 4.2593 0.1 0.0 -0.3 -0.20
C -2.4006 4.3243 3.0010 -0.1 -0.1 0.4 -0.45
C -3.1416 2.9903 3.0968 0.0 0.6 -0.7 -0.18
N -2.5472 2.0688 4.0343 0.6 -0.4 0.1 1.17
C -1.4105 1.3760 3.8040 -0.1 -0.4 -0.2 -0.07
Se -0.3468 1.5704 2.3067 0.2 0.6 0.0 -0.74
N -1.1748 0.5531 4.8467 -0.4 0.4 -0.4 0.60
C 0.0046 -0.2480 5.0448 0.7 -0.3 0.2 -0.55
C 0.9073 0.3716 6.1166 -0.1 0.2 -0.1 -0.94
C 1.5481 1.6906 5.6810 0.1 -0.2 0.0 0.10
C 2.6890 1.4856 4.6934 -0.2 0.1 0.1 -1.08
C -2.1802 0.7187 5.7723 -0.7 0.4 0.3 0.56
C -2.4094 0.1178 7.0008 0.0 0.0 -0.1 -0.78
C -3.5149 0.5383 7.7150 0.0 0.0 0.0 -0.83
C -4.3736 1.5169 7.2161 0.0 0.0 -0.1 -0.78
C -4.1637 2.1072 5.9834 0.0 0.0 -0.1 -0.76
C -3.0537 1.6946 5.2608 0.2 -0.5 0.6 0.58
H -1.8255 7.1534 4.8978 0.0 0.1 0.0 0.40
H -2.3096 7.0583 3.2034 0.0 0.1 -0.1 0.37
H -0.7611 6.3902 3.7115 0.1 0.0 0.0 0.29
H -3.5051 5.3381 4.5524 0.0 0.0 0.1 0.28
H -1.9557 4.6751 5.0820 -0.1 -0.1 0.1 0.26
H -1.3537 4.1189 2.7605 -0.1 0.1 -0.1 -0.16
H -2.8330 4.8751 2.1636 0.0 0.0 -0.1 0.67
H -3.1148 2.5210 2.1093 -0.1 -0.1 0.2 -1.11
H -4.1852 3.1368 3.3804 0.0 -0.1 0.0 0.76
H 0.5280 -0.3047 4.0837 -0.2 0.0 0.2 -0.49
H -0.3026 -1.2573 5.3372 0.0 0.1 -0.1 0.45
H 1.6916 -0.3456 6.3617 0.0 -0.1 0.1 0.52
H 0.3121 0.5418 7.0160 0.1 -0.1 0.1 0.45
H 1.9329 2.1963 6.5686 -0.1 0.1 0.0 0.42
H 0.7943 2.3436 5.2313 0.0 0.1 0.1 -0.12
H 3.4440 0.8287 5.1183 0.2 -0.1 0.0 0.40
H 3.1556 2.4366 4.4528 0.1 0.1 -0.1 0.37
H 2.3279 1.0516 3.7632 0.0 -0.1 -0.1 0.03
H -1.7547 -0.6459 7.3844 0.1 -0.1 0.1 0.52
H -3.7147 0.1075 8.6822 0.0 -0.1 0.1 0.44
H -5.2238 1.8153 7.8079 -0.1 0.1 0.0 0.45
H -4.8277 2.8704 5.6115 -0.1 0.1 -0.1 0.47